Entry 1:
DFT (the ωB97M-V functional and the def2-TZVPD basis) results for 2 unconnected molecules or ions with the total composition C36H53IO9 at a distorted geometry.

Output
- E_HOMO (eV) = -9.13
- F_max (eV/Å) = 3.62
- E_LUMO (eV) = -1.58
- orbital gap (eV) = 7.55
- spin multiplicity = 1
- electronic energy (eV) = -64717.8613

```
99
Properties=species:S:1:pos:R:3:forces:R:3:lowdin_charge:R:1
H 2.843689 -0.948012 -4.058467 0.0 -0.2 0.3 0.12
H 2.167766 -3.206330 -1.576874 -0.1 -0.2 0.2 0.14
H -6.388851 2.959261 -4.991661 0.1 0.1 0.0 0.11
H -5.502106 4.351542 -4.411359 0.0 -0.2 0.1 0.10
C -4.380730 2.467880 -4.369683 -0.6 0.5 0.7 -0.20
C 1.117442 -2.906742 -1.514956 0.8 0.6 -0.9 -0.16
H -3.676627 1.198178 1.971246 -0.2 -0.1 0.1 0.11
C -1.828995 -2.712446 2.535861 -1.1 0.9 -0.7 -0.13
H -3.711042 3.076337 -3.753285 0.3 -0.2 -0.3 0.09
C 1.133332 -1.541186 3.441384 -0.4 -0.1 0.7 -0.12
H -3.059469 3.573307 -7.176395 0.2 0.0 0.3 0.10
H -5.994495 -0.757673 -0.779600 0.2 0.0 0.0 0.10
O 11.716011 -1.138537 5.898567 0.0 0.0 -0.4 0.12
C 3.054090 -3.002810 6.381443 0.4 -0.5 0.9 -0.09
H 0.744996 1.281242 -3.710828 0.0 -0.2 0.2 0.08
C -5.503897 0.174414 -0.484712 -0.6 0.3 0.1 -0.19
H -1.689904 -2.244913 3.517699 0.1 -0.1 -0.1 0.12
C 0.951360 -1.757807 -2.500468 -0.9 0.3 0.5 -0.20
O -0.654591 -0.957788 1.298453 -0.7 -0.2 -1.4 0.12
H -5.862363 1.206489 1.363714 -0.2 -0.2 0.1 0.10
C 9.760486 -0.477059 2.807721 0.2 0.0 0.0 0.08
H -4.609829 -1.087946 3.211442 0.1 0.1 0.0 0.10
H -0.069713 -1.360809 -2.462573 0.0 -0.1 0.0 0.12
H 1.076432 -3.176730 5.674586 0.0 0.1 -0.1 0.12
H -3.645991 5.449732 -4.817295 0.0 -0.2 0.0 0.09
O -1.259396 -0.004596 -0.686547 -0.1 -1.8 0.9 0.17
H -6.755004 1.990068 -0.396673 -0.1 -0.2 0.0 0.10
H -5.205380 2.882919 -7.038018 -0.1 0.1 -0.1 0.10
C -0.323575 -3.004162 0.359804 -0.8 1.7 0.0 -0.80
O 1.845567 -0.691920 -2.221818 0.2 -0.8 -0.7 -0.12
C -1.726552 4.364692 -5.109888 -0.3 -0.1 0.2 -0.12
C -6.280655 1.349173 -1.142812 0.6 -0.4 -0.5 -0.20
H 3.682369 -0.704218 3.391361 -0.1 0.0 0.0 0.12
C 2.050746 -2.724632 5.497898 -1.5 -0.7 0.2 -0.06
H -5.874529 4.484253 -6.851056 0.0 0.1 0.2 0.10
C 10.662978 -0.809389 5.155530 -0.1 0.0 0.5 -0.24
H 2.896856 -3.652181 7.234928 -0.2 0.0 -0.1 0.11
C -3.695299 -0.882183 2.644110 0.0 0.0 0.0 -0.18
H 3.182490 0.514980 -3.137691 0.0 -0.2 0.2 0.12
H -1.899774 -3.782681 2.722684 0.5 0.0 -0.2 0.08
H -4.481704 2.509119 -1.515765 0.1 -0.1 -0.2 0.12
C -5.398862 3.434584 -4.999154 -0.2 0.0 -0.5 -0.22
C -3.200841 -2.218945 2.015521 -0.6 0.1 0.6 -0.16
C 2.385269 -0.176260 -3.423743 0.0 1.0 -0.2 -0.28
C -3.682827 4.368557 -6.765339 -1.0 0.8 0.1 -0.20
H 1.475563 -0.709511 2.824670 -0.1 -0.2 -0.2 0.12
H -4.503546 0.163234 -0.927708 0.0 -0.1 0.2 0.09
C 10.885420 -0.805162 3.670428 -0.2 0.1 -0.5 -0.32
H -5.921466 1.019408 -3.818927 0.1 -0.1 0.1 0.11
H 1.059506 -2.174404 -3.511309 0.4 0.1 0.1 0.13
O -1.327718 -2.307877 -0.416086 0.0 0.5 -0.3 0.03
H 12.442115 -1.313048 5.269562 0.0 0.0 0.0 0.12
H -2.968282 -0.535992 3.386908 0.0 0.0 -0.2 0.10
H 0.791176 -0.019552 -4.947064 -0.1 0.0 0.3 0.07
C 1.388593 0.610103 -4.282124 0.3 0.1 -0.5 -0.08
O 0.873641 -2.523658 -0.156722 -0.1 -1.4 0.4 -0.09
H -3.334111 0.015310 0.746051 0.1 0.2 0.1 0.07
O 7.257237 0.156591 5.250938 0.0 0.1 -0.3 0.09
C -5.382910 2.204465 -2.060533 -1.0 0.1 0.2 -0.22
H -6.047497 -0.556200 1.490081 0.1 0.1 0.1 0.10
H -3.813317 5.084205 -7.585482 0.0 -0.2 -0.1 0.09
I -0.482589 -5.137878 0.512099 -0.2 0.3 -0.5 1.07
H -3.932454 -2.984945 2.293695 0.1 0.0 -0.2 0.11
H 5.463707 -1.174286 4.982446 -0.2 0.0 0.0 0.08
C 3.480222 -1.356193 4.234791 0.1 0.3 -0.6 -0.04
H -7.041754 0.909001 -1.795896 -0.3 0.3 0.2 0.10
H -1.718086 4.262171 -4.022356 0.2 0.2 -0.1 0.06
H 5.093953 -2.620661 6.910899 0.0 0.0 0.0 0.11
H -3.781498 1.945502 -5.119182 -0.2 0.0 0.0 0.11
H 1.981021 1.245627 -4.951906 -0.1 0.0 0.0 0.07
C 0.604186 -2.729961 2.632343 0.2 1.2 0.0 -0.13
C 9.475082 -0.498547 5.690354 -0.2 0.1 0.0 0.08
H 9.303736 -0.496232 6.757527 0.0 0.0 0.0 0.14
C 4.292733 -2.437919 6.206427 0.3 -0.2 0.3 -0.09
H 1.409854 -3.216966 2.080133 0.0 0.2 -0.1 0.11
C 8.572102 -0.169477 3.342613 0.1 0.0 -0.5 -0.23
H 6.787330 0.318858 3.224694 0.0 0.0 0.0 0.12
H -3.268099 -2.128533 0.930344 0.2 -0.2 0.1 0.11
O 11.993529 -1.079046 3.250607 0.1 -0.1 0.3 0.11
C 2.229798 -1.903020 4.415954 -0.2 0.5 -1.0 -0.23
C -3.980741 0.215338 1.603329 0.0 -0.5 -0.1 -0.19
H 9.927456 -0.493481 1.740072 0.0 0.0 0.0 0.14
C -2.975138 5.140417 -5.617510 1.0 -0.5 -0.9 -0.23
C -5.436424 0.243997 1.067400 0.6 0.5 -0.6 -0.17
C -1.109558 -0.990483 -0.013143 0.1 1.3 -0.1 -0.48
H 0.483861 -3.721163 -1.874419 0.0 -0.1 0.4 0.10
H -4.263390 0.756588 -3.138653 -0.4 -0.4 -0.1 0.11
C 4.486973 -1.630515 5.116735 1.5 0.6 0.1 -0.09
H -1.698408 3.344585 -5.501657 -0.2 0.1 0.0 0.06
C -5.043161 1.492038 -3.371712 1.3 0.5 0.0 -0.21
O 7.512393 0.135908 2.597465 0.0 0.0 0.4 0.12
C 8.357795 -0.148402 4.828352 0.2 -0.1 0.5 -0.31
H -0.801284 4.828057 -5.458132 -0.1 0.1 0.2 0.06
H 0.291809 -1.161698 4.039745 0.1 0.1 -0.2 0.13
H 0.222190 -3.468235 3.339288 0.0 0.0 -0.1 0.11
H -2.585345 6.060222 -6.063145 -0.2 0.1 0.2 0.09
H -5.931073 3.130829 -2.278744 0.1 -0.1 -0.1 0.11
C -5.106886 3.811605 -6.459615 0.5 -0.6 0.0 -0.21
C -0.597118 -2.309773 1.708783 1.9 -2.6 1.7 -0.43
```
Positions in Å, forces in eV/Å.

***

Entry 2:
DFT (the ωB97M-V functional and the def2-TZVPD basis) results for a single C4H8O3 molecule at a distorted geometry.

Output
- E_HOMO (eV) = -10.55
- F_max (eV/Å) = 1.16
- E_LUMO (eV) = 0.88
- orbital gap (eV) = 11.43
- energy relative to the best compared isomer or geometry (same formula, charge and spin) (eV) = 1.252
- spin multiplicity = 1
- electronic energy (eV) = -10419.7514

```
15
Properties=species:S:1:pos:R:3:forces:R:3:lowdin_charge:R:1
C 0.829089 -1.354960 -1.308099 -0.1 -0.1 0.1 -0.05
C -0.178675 -0.743283 -0.346573 0.5 0.2 0.4 -0.39
H 1.528633 0.406211 0.422195 0.3 0.3 -0.3 0.13
C 0.452323 0.427025 0.477697 -1.1 -0.2 -0.4 -0.10
O -0.581657 -1.767390 0.555915 0.1 -0.4 -0.9 -0.02
O -1.644588 1.687950 1.626204 0.4 0.2 -0.5 0.07
H 1.090930 -0.646325 -2.099433 0.0 -0.1 0.1 0.09
O -0.022924 1.712774 0.027126 0.2 0.2 0.2 -0.03
H 0.177437 0.386521 1.530954 0.0 -0.4 0.0 0.11
H 1.728630 -1.640744 -0.751477 -0.1 0.0 -0.2 0.08
H -1.037213 -0.381474 -0.932395 0.0 0.1 0.4 0.15
H -0.646018 -1.376934 1.412020 -0.4 0.3 0.9 0.06
C -1.014900 2.246951 0.766054 0.0 -0.2 0.2 -0.33
H -1.142501 3.302870 0.493316 -0.1 -0.1 -0.1 0.15
H 0.407684 -2.257763 -1.764282 0.1 0.2 0.1 0.08
```
Positions in Å, forces in eV/Å.

***

Entry 3:
DFT (the ωB97M-V functional and the def2-TZVPD basis) results for a molecular structure, C4H11CsNO at a distorted geometry.

Output
- E_HOMO (eV) = -12.27
- total charge = +1
- F_max (eV/Å) = 3.57
- E_LUMO (eV) = -3.65
- orbital gap (eV) = 8.62
- energy relative to the best compared isomer or geometry (same formula, charge and spin) (eV) = 1.075
- spin multiplicity = 1
- electronic energy (eV) = -8405.6298

```
18
Properties=species:S:1:pos:R:3:forces:R:3:lowdin_charge:R:1
H -39.643280 28.465430 -37.424020 0.3 0.5 0.3 0.09
H -38.833980 30.198330 -38.640610 0.5 0.1 0.3 0.07
H -37.600330 26.055340 -39.889880 0.2 -0.2 -0.4 0.05
H -38.658700 27.267320 -36.658100 -0.1 -0.6 -0.3 0.08
Cs -38.178400 23.236500 -38.590290 0.0 -0.2 0.1 1.01
H -40.259150 28.255090 -40.255760 0.0 0.1 0.1 0.12
C -38.748110 27.860460 -37.568200 -0.9 0.9 0.0 -0.07
H -39.829770 26.439510 -38.656420 -0.4 -0.1 -0.2 0.12
O -38.268560 28.976970 -40.173260 0.0 -2.4 -2.0 -0.18
H -36.990590 26.665890 -38.572940 0.1 0.3 0.2 0.08
C -39.238830 27.874120 -40.212150 1.3 1.0 3.2 -0.09
H -37.836090 28.456340 -37.603440 -0.2 0.3 -0.2 0.09
H -39.125440 27.154040 -41.022550 0.6 0.5 -0.3 0.12
N -37.817200 26.195980 -38.913520 0.7 -0.7 -1.0 -0.11
C -38.717770 30.189140 -39.724360 -1.7 1.5 1.3 -0.15
H -39.739360 30.443370 -40.006890 -0.2 -0.2 -0.8 0.09
C -38.968840 27.080180 -38.847300 -0.5 -0.2 0.0 -0.42
H -38.114790 31.050240 -40.012520 0.4 -0.5 -0.2 0.10
```
Positions in Å, forces in eV/Å.

***

Q: What is the E_LUMO in the first record?
A: -1.58 eV

***

Q: E_LUMO of number 2 (C4H8O3)?
A: 0.88 eV

***

Q: Which value of spin multiplicity does entry 1 give?
A: 1